# 1
Here is C22H36HfO3P2 as an isolated structure in a non-equilibrium geometry from the OMol25 dataset. Energies are from wB97M-V/def2-TZVPD.

Geometry as ORCA input:
```
! RIJCOSX wB97M-V def2-TZVPD def2/J DEFGRID3
* xyz 2 1
Hf -0.04534 -0.50306 2.07709
P 0.01711 -1.86475 -3.71670
P 0.19778 1.26964 -3.59433
O -1.22590 0.24453 3.66586
O 0.88970 0.87098 3.60916
O 1.88794 2.36782 5.57829
C -0.71787 1.09460 0.51662
C 1.12981 -1.10445 -0.73211
C 1.71893 -2.44889 -4.12805
C 0.32156 -1.89984 0.26466
C -1.42489 1.14310 7.74012
C 0.71252 2.11487 6.20574
C 0.69947 1.05731 0.61426
C -0.36774 1.40480 5.58572
C -1.07796 -1.80288 0.44826
C 1.55550 0.34128 -0.39447
C -1.52997 0.49275 -0.62363
C 1.25186 2.71033 -4.00829
C -0.28891 -0.91680 -5.28807
C -1.94900 -0.98589 -0.47912
C -1.00622 -3.30681 -4.15148
C -1.41579 0.90814 6.36923
C 0.91044 -2.04436 3.27995
C 0.42107 0.43620 -5.25778
C -0.24006 0.88832 4.25413
C -0.43765 1.95487 8.32343
C -1.49517 1.94607 -3.92972
C 0.60475 2.47618 7.55785
H 1.26065 3.41055 -3.16436
H 1.18894 1.91479 1.09864
H -2.99762 -1.01055 -0.13364
H 2.27973 2.35455 -4.17130
H 0.06056 -1.54122 -6.12660
H -2.18577 0.32372 5.87191
H -1.59212 -2.63208 0.94788
H 0.03303 1.11091 -6.03931
H -1.23501 1.92213 1.02500
H -2.20720 0.69818 8.35547
H 0.59686 -1.08118 -1.70978
H -2.45239 1.09684 -0.70418
H 1.50474 0.30944 -5.41141
H -1.96896 -1.43505 -1.48872
H -1.37834 -0.78249 -5.37280
H 1.86933 1.92662 4.69601
H -2.23759 1.13583 -3.88044
H 1.26591 -2.88304 2.66992
H -2.05336 -2.98232 -4.22488
H 2.59728 0.31918 -0.03267
H 1.74382 -2.87559 -5.14227
H 2.06177 -1.67075 -0.91228
H -0.93117 -4.06205 -3.36116
H -1.00992 0.62321 -1.59307
H 1.76954 -1.71009 3.88168
H 2.02205 -3.21551 -3.40325
H 1.38100 3.10711 8.00011
H 0.89913 3.22371 -4.91478
H -1.74283 2.68363 -3.15510
H -1.54519 2.42485 -4.91952
H 1.59375 0.91198 -1.34321
H 2.43518 -1.61624 -4.06574
H 0.82365 -2.78986 0.64341
H -0.46436 2.16167 9.39432
H 0.20635 -2.48079 4.01183
H -0.68743 -3.73413 -5.11236
*
```

Output
DFT total energy, Ha: -1815.6642
HOMO-LUMO gap, eV: 3.9

Results of the Mulliken charge analysis, in e, for atoms 1 through 6: 1.28 1.19 0.90 -0.93 -1.15 -0.60


# 2
Here is the molecule C22H36N2O2 from the OMol25 dataset. Energies are from wB97M-V/def2-TZVPD.

Geometry as ORCA input:
```
! RIJCOSX wB97M-V def2-TZVPD def2/J DEFGRID3
* xyz 0 1
O -0.40034 0.47787 -2.29056
O 1.44932 0.55555 1.91253
N 0.40325 2.25172 0.85827
N 1.15493 -0.28637 -0.84590
C 0.55743 0.67621 -1.56702
C 1.50127 2.51905 -0.04144
C -2.20673 -0.54746 3.70516
C -2.86848 1.73272 3.52745
C 4.45675 1.39915 -6.02334
C 2.44532 -1.62534 -3.30225
C 0.65757 -1.64225 -0.78092
C -1.71957 2.01481 2.81024
C 0.44821 1.23707 1.75625
C 2.88469 -1.92918 -4.73342
C 3.08302 -0.66887 -5.57561
C -4.00410 -0.44394 6.13578
C -5.18031 -0.97833 3.98005
C 4.24079 0.20601 -5.10006
C -4.40311 0.09555 4.75490
C -0.80068 1.01180 2.52732
C -5.32769 1.29858 4.95992
C 2.02026 -2.89068 -2.56092
C -1.05428 -0.27229 3.00042
C 1.20090 2.06047 -1.47231
C -3.14418 0.44698 3.97971
C 1.75607 -2.66768 -1.07128
H 2.37050 1.99970 0.36963
H 5.15372 -0.39316 -5.06113
H -3.55074 2.54208 3.72988
H -3.39821 -1.34163 6.05168
H 3.26402 -1.15146 -2.75746
H -3.43173 0.30375 6.68092
H 2.11863 -2.54594 -5.20990
H 2.12607 2.04995 -2.05222
H 2.16091 -0.08313 -5.56176
H 2.67556 -2.34352 -0.57800
H 0.51094 2.75593 -1.95428
H -0.32981 -1.04826 2.80280
H -5.44269 -0.61207 2.98969
H 0.25087 -1.81864 0.22206
H 3.81183 -2.50797 -4.71871
H -1.53401 3.03381 2.50059
H 3.55967 2.01328 -6.06612
H 5.27970 2.01644 -5.66952
H -0.48285 2.67917 0.64249
H 1.46177 -3.62035 -0.62634
H -6.09692 -1.23002 4.50900
H 4.68852 1.06444 -7.03223
H -5.65519 1.70795 4.00703
H -4.59539 -1.88616 3.86321
H 2.80540 -3.64494 -2.66230
H -4.89372 -0.68630 6.71301
H 3.27137 -0.96411 -6.61111
H 4.03667 0.56871 -4.09122
H -4.83487 2.07910 5.53502
H -6.21169 0.98480 5.51117
H 1.60855 -0.92842 -3.33777
H -2.37285 -1.55745 4.04752
H 1.71220 3.59375 -0.04042
H 1.85000 -0.04586 -0.15363
H -0.15366 -1.72391 -1.50744
H 1.11713 -3.29071 -3.02713
*
```

Output
DFT total energy, Ha: -1119.9557
SMILES: CCCCCCCCNC(=O)CCNC(=O)c1ccc(C(C)(C)C)cc1
HOMO-LUMO gap, eV: 9.8

Results of the Mulliken charge analysis, in e, for atoms 1 through 6: -0.69 -0.68 -0.06 0.16 0.47 -1.05


The highest DFT total energy belongs to which entry? C22H36N2O2